Record 1
{
  "formula": "C8H16N2O3S2",
  "method": "ωB97M-V/def2-TZVPD",
  "e_above_lowest_ev": 4.712,
  "multiplicity": 1,
  "e_lumo_ev": 0.36,
  "gap_ev": 9.15,
  "mol_weight_da": 252.36,
  "homo_energy_ev": -8.78,
  "smiles": "CSCC[C@H](N)C(=O)N[C@@H](CS)C(=O)O",
  "max_force_ev_per_a": 7.41,
  "total_charge": 0,
  "symbols": ["O", "C", "C", "H", "H", "N", "N", "H", "S", "O", "O", "H", "H", "H", "C", "H", "C", "C", "C", "H", "C", "H", "H", "H", "H", "S", "C", "H", "H", "H", "H"],
  "positions_angstrom": [[-3.870217, 1.116024, -0.207215], [0.509465, 1.670466, 0.101944], [1.972068, -0.319003, -0.620525], [-3.534510, -2.367564, -0.830978], [1.126279, -1.057470, -1.008294], [-1.086070, -0.157168, -0.121159], [0.531147, 2.602532, 1.021857], [2.176219, 0.365916, -1.527669], [-1.325888, -2.926503, 0.410732], [-1.536549, 1.811400, -1.187951], [-3.878089, -0.712088, 1.399275], [-2.231728, -2.691305, -1.753360], [5.640009, -1.037123, -0.009742], [-3.276902, 1.345445, -0.996128], [-2.377370, -0.644350, -0.606981], [1.159126, 0.010103, 1.430744], [-0.849425, 1.092008, -0.360076], [1.451305, 0.496779, 0.549999], [-2.518447, -2.118017, -0.799275], [-2.717703, -0.286538, -1.632095], [4.676292, -0.405273, 0.352531], [-0.578216, -0.753535, 0.393046], [-2.058164, -2.207994, 1.609911], [4.772709, -0.310072, 1.566387], [0.875761, 1.985414, -0.814209], [3.246990, -1.422841, -0.240877], [-3.394654, -0.106765, 0.407475], [0.387072, 2.080364, 2.003602], [2.325232, 1.117364, 0.991858], [4.565010, 0.568115, -0.402243], [-0.180754, 3.261666, 0.879419]],
  "forces_ev_per_angstrom": [[0.390, -2.187, 2.016], [-0.341, -6.706, -2.308], [-2.597, 0.113, -1.696], [-1.625, -0.611, 1.211], [1.670, 1.417, 0.668], [-4.430, 1.143, -3.183], [0.195, 1.609, 7.229], [-0.074, -0.928, 1.416], [-3.058, 1.074, 2.451], [1.298, -1.805, 2.469], [1.999, 3.055, -3.582], [0.372, 1.858, 0.765], [-2.259, 1.653, 0.850], [-0.266, -0.201, 1.531], [-0.697, -0.368, -1.141], [-1.013, -1.389, 0.975], [0.628, 4.119, -3.123], [2.352, 3.531, -1.095], [3.109, -2.336, -0.282], [1.134, 0.383, 1.340], [1.199, 0.192, -0.954], [2.405, -2.343, 2.307], [1.654, -1.763, -2.382], [-0.499, 0.349, -3.288], [0.970, 1.009, -1.939], [1.758, -1.339, 0.723], [-3.199, 0.092, -0.434], [0.173, 2.149, -2.532], [-0.898, -0.986, -0.913], [0.796, -2.087, 2.714], [-1.145, 1.302, 0.188]],
  "lowdin_charge": [0.03, -0.43, -0.61, 0.07, 0.10, 0.11, 0.07, 0.11, 0.69, -0.01, 0.06, 0.10, 0.06, 0.09, -0.33, 0.09, -0.36, -0.22, -0.45, 0.17, -0.44, 0.00, 0.02, 0.08, 0.12, 0.75, -0.34, 0.17, 0.14, 0.09, 0.08]
}



Record 2
{
  "formula": "C8H16N2O4",
  "method": "ωB97M-V/def2-TZVPD",
  "e_above_lowest_ev": 3.654,
  "multiplicity": 1,
  "e_lumo_ev": 0.34,
  "gap_ev": 9.80,
  "mol_weight_da": 204.23,
  "homo_energy_ev": -9.45,
  "smiles": "CC(C)[C@H](N)C(=O)N[C@@H](CO)C(=O)O",
  "max_force_ev_per_a": 5.95,
  "total_charge": 0,
  "symbols": ["C", "H", "H", "C", "H", "O", "C", "C", "C", "C", "H", "H", "H", "N", "H", "H", "O", "H", "H", "N", "C", "H", "C", "O", "H", "H", "H", "H", "O", "H"],
  "positions_angstrom": [[-1.856726, 0.343701, 0.882059], [1.547860, -2.050328, -1.528377], [2.266901, 0.958823, 1.215450], [-1.889505, 1.816396, 0.450193], [-3.567555, -2.039623, -0.347945], [-0.802166, 2.005928, -0.344383], [0.233600, -0.407830, 0.215800], [2.638445, 1.260925, -0.936543], [4.043467, 0.001836, 0.618865], [-2.769719, -0.418599, -0.121104], [4.780019, 0.774761, 0.894967], [-0.477226, -0.613172, 2.276284], [1.708375, 1.515175, -1.433655], [-0.567055, -0.277097, 1.273157], [-2.574968, 0.331266, 1.744293], [4.041040, -0.578587, 1.596402], [-0.254288, -0.281781, -0.931320], [1.838738, -1.435925, 1.216451], [4.257466, -0.769145, -0.162346], [2.198160, -1.751088, -0.739517], [2.561661, 0.447943, 0.340471], [3.318927, 0.663938, -1.597416], [1.709683, -0.835654, 0.272459], [-2.914300, -1.725197, 0.273600], [-1.870134, 2.384267, 1.525555], [3.276797, 2.082254, -1.134498], [-0.710122, 1.058744, -0.615553], [2.460436, -2.696962, -0.343733], [-3.156556, -0.122723, -1.161198], [-2.721254, 2.349697, -0.068139]],
  "forces_ev_per_angstrom": [[-4.550, -0.130, 1.125], [0.790, 1.365, 1.427], [-0.741, 1.069, 0.852], [0.277, 2.393, 3.357], [-0.298, -0.715, -0.452], [1.090, 0.652, -0.246], [1.309, -2.613, -2.511], [0.143, -1.586, -1.886], [-0.951, -1.821, 1.783], [3.826, -3.358, 3.075], [-0.357, -0.013, -1.156], [0.404, 0.750, -2.237], [-0.209, -0.345, -0.023], [-1.846, 1.006, 1.265], [1.059, -0.268, -0.080], [-0.144, 0.274, -0.925], [0.852, -0.572, 1.053], [-0.009, 1.131, -0.285], [0.629, 1.110, 0.488], [-0.872, -2.792, -1.718], [2.663, -0.046, -0.080], [-1.388, -0.577, -0.169], [-0.389, -0.695, 1.599], [-0.072, 0.494, 1.167], [0.573, -0.654, -2.262], [0.514, 1.775, 1.705], [0.745, 1.401, -1.526], [-0.382, 1.781, -0.258], [-2.156, 2.611, -3.670], [-0.512, -1.625, 0.588]],
  "lowdin_charge": [-0.20, 0.12, 0.11, -0.26, 0.11, -0.06, -0.38, -0.07, -0.09, -0.52, 0.08, 0.20, 0.07, 0.18, 0.16, 0.08, 0.05, 0.15, 0.08, 0.04, -0.36, 0.09, -0.30, 0.09, 0.15, 0.06, 0.00, 0.10, 0.19, 0.14]
}



Record 3
{
  "formula": "C8H16N2O4S",
  "method": "ωB97M-V/def2-TZVPD",
  "e_above_lowest_ev": 8.100,
  "multiplicity": 1,
  "e_lumo_ev": -0.14,
  "gap_ev": 8.49,
  "mol_weight_da": 236.29,
  "homo_energy_ev": -8.63,
  "max_force_ev_per_a": 8.36,
  "total_charge": 0,
  "symbols": ["C", "N", "C", "O", "H", "H", "H", "O", "S", "C", "C", "C", "O", "N", "H", "H", "C", "H", "H", "H", "O", "H", "C", "C", "H", "H", "H", "H", "H", "H", "H"],
  "positions_angstrom": [[-0.175977, 3.539738, -2.458627], [0.306771, -0.130628, 0.706853], [2.336910, 0.680454, 1.885551], [-3.252954, -3.251988, 0.907390], [1.447668, 2.473869, 0.075387], [-1.325895, -3.788617, 1.231285], [-1.938574, -1.373897, -0.869101], [1.007119, -2.139417, 1.393066], [1.210818, 2.531505, -3.089334], [1.618827, 0.330390, 0.540912], [-1.904922, -3.027203, 0.650751], [-1.473290, -1.776716, 0.948542], [2.875349, 1.805331, 1.981816], [-2.180972, -0.829144, -0.047662], [-1.685171, -3.447456, -0.407620], [-3.444552, -3.015919, 1.859820], [1.121597, 1.188829, -1.836546], [1.789228, -1.159285, 2.634103], [2.131588, -0.564872, 0.107290], [-1.623821, -1.331501, 1.964149], [2.331415, -0.273191, 2.841806], [-3.199429, -0.941369, 0.162823], [0.053629, -1.421460, 0.993250], [1.663138, 1.534635, -0.412016], [1.544855, 0.348184, -2.319340], [-0.607423, 3.096689, -0.887733], [0.040696, 1.036763, -2.021427], [0.426784, 4.841052, -2.612365], [-0.542192, 0.231115, 0.130643], [-1.374318, 3.146328, -3.348846], [2.823101, 1.687779, -0.704822]],
  "forces_ev_per_angstrom": [[-1.314, 0.807, -0.130], [-4.756, -0.415, -1.116], [0.562, 2.042, -0.412], [-1.676, 0.571, 1.379], [-0.791, 0.116, -0.184], [-0.073, 0.426, -0.057], [-0.851, 0.544, -0.716], [-2.164, 0.006, -0.244], [0.052, 0.343, 1.236], [1.834, 0.176, -0.444], [0.762, -8.302, -0.580], [2.186, 7.765, 0.396], [-1.350, -3.729, 0.528], [0.494, -0.711, 1.485], [-0.472, 1.349, 1.281], [0.346, -0.488, -1.537], [-2.030, 1.642, -0.129], [1.454, 2.449, -0.494], [0.369, 0.853, 0.210], [-0.956, -0.985, -0.321], [-0.845, -0.621, -0.417], [1.200, 0.101, -0.642], [1.794, -0.430, 0.181], [3.790, -1.076, -2.221], [1.029, -0.985, -0.001], [1.227, 1.477, -4.300], [0.152, -0.385, 1.212], [-2.852, -3.980, 0.715], [1.864, -0.013, 1.326], [3.395, 1.763, 2.927], [-2.379, -0.311, 1.068]],
  "lowdin_charge": [-0.55, 0.09, -0.41, -0.05, 0.09, 0.15, 0.08, 0.01, 0.64, -0.26, -0.34, -0.30, 0.06, 0.06, 0.18, 0.13, -0.53, 0.14, 0.17, 0.18, 0.08, 0.10, -0.37, -0.19, 0.05, 0.19, 0.04, 0.12, 0.15, 0.13, 0.16]
}



Record 4
{
  "formula": "C8H16N3",
  "method": "ωB97M-V/def2-TZVPD",
  "e_above_lowest_ev": 3.098,
  "multiplicity": 1,
  "e_lumo_ev": -2.88,
  "gap_ev": 9.67,
  "mol_weight_da": 154.24,
  "homo_energy_ev": -12.55,
  "smiles": "NCCCN1CCC[N+]2=C1C2",
  "max_force_ev_per_a": 4.54,
  "total_charge": 1,
  "symbols": ["C", "H", "C", "H", "N", "H", "H", "C", "H", "H", "H", "C", "C", "H", "N", "H", "H", "H", "C", "H", "N", "C", "H", "C", "H", "H", "H"],
  "positions_angstrom": [[-0.737074, 1.667213, -2.092459], [0.112113, -0.647609, 3.700944], [-0.893501, -0.796636, -1.263162], [-2.518708, 0.252736, -2.200184], [-0.151545, 0.749094, 2.188400], [-2.209993, 0.905813, -0.735688], [-0.847996, 1.931115, -3.243358], [0.056258, -1.668361, 1.799396], [1.767584, 2.091886, -0.334388], [-1.159772, 0.673448, 2.222401], [0.377547, -2.560841, 2.177652], [1.885324, 1.463715, -1.214287], [-1.718553, 0.504341, -1.552998], [0.164319, 1.664188, 2.436521], [0.378956, -0.698908, -0.688288], [-0.857617, 2.586533, -1.584230], [-1.540314, -1.197861, -0.552455], [2.711158, 1.341059, -1.943301], [0.818437, -1.636509, 0.430962], [0.827711, -2.663731, -0.045020], [0.631698, 1.140611, -2.016680], [1.085215, 0.268400, -1.167053], [-0.792728, -1.430841, -2.100900], [0.403991, -0.495948, 2.687354], [-1.067115, -1.736494, 1.548797], [1.477496, -0.401754, 2.844848], [1.797108, -1.304659, 0.697175]],
  "forces_ev_per_angstrom": [[-0.906, -1.712, -3.326], [-0.774, -0.619, 0.881], [-2.370, 1.095, -0.301], [-0.395, -0.221, -1.170], [-0.852, -0.725, -1.568], [-0.538, 0.415, 2.193], [-0.230, -0.675, 2.416], [-2.017, 2.495, -3.213], [0.639, 0.278, -0.285], [0.055, 0.500, 0.076], [0.546, -2.391, 1.428], [0.248, -0.680, -1.265], [3.516, 0.973, -1.739], [0.367, -0.081, 0.717], [2.356, 0.074, 2.690], [0.119, 0.826, 0.862], [-0.796, -1.674, 1.135], [0.004, 1.005, 1.288], [-0.710, -0.409, -0.841], [0.109, 1.131, 0.657], [0.743, 1.056, -0.028], [-2.129, -0.860, 0.238], [-0.415, -0.628, -1.217], [0.613, 0.846, 0.464], [1.502, 0.054, 0.823], [0.335, 0.001, -0.650], [0.983, -0.072, -0.265]],
  "lowdin_charge": [-0.07, 0.10, -0.12, 0.11, 0.01, 0.08, 0.16, -0.15, 0.13, 0.07, 0.08, 0.12, -0.06, 0.07, 0.00, 0.10, 0.10, 0.14, -0.06, 0.15, 0.04, -0.23, 0.14, -0.28, 0.14, 0.12, 0.11]
}